Record 1
{
  "formula": "C27H23N3O5PPdS3",
  "method": "the ωB97M-V functional and the def2-TZVPD basis",
  "de_lowest_kcal_mol": 4.7,
  "charge": -1,
  "lumo_energy_ev": 2.116,
  "e_homo_ev": -4.97,
  "homo_lumo_gap_ha": 0.261,
  "elements": ["Pd", "O", "S", "O", "O", "C", "C", "C", "C", "C", "C", "P", "C", "C", "C", "C", "C", "C", "C", "C", "C", "C", "C", "C", "H", "H", "H", "H", "H", "H", "H", "H", "H", "H", "H", "H", "H", "H", "S", "C", "C", "N", "C", "S", "C", "N", "O", "C", "O", "C", "N", "C", "C", "C", "H", "H", "H", "H", "H", "H", "H", "H", "H"],
  "xyz": [[0.521, -0.202, 1.050], [2.266, 0.487, 2.300], [3.342, 0.726, 1.304], [4.679, 0.590, 1.816], [3.062, 0.006, 0.068], [3.145, 2.439, 0.824], [4.240, 3.282, 0.942], [4.184, 4.576, 0.447], [3.037, 5.018, -0.192], [1.940, 4.178, -0.300], [1.962, 2.890, 0.229], [0.436, 1.866, 0.133], [0.053, 1.831, -1.641], [0.944, 1.070, -2.403], [0.734, 0.916, -3.763], [-0.368, 1.506, -4.370], [-1.266, 2.240, -3.611], [-1.061, 2.401, -2.246], [-0.814, 2.873, 1.008], [-1.311, 2.357, 2.204], [-2.245, 3.065, 2.947], [-2.701, 4.295, 2.502], [-2.211, 4.822, 1.315], [-1.272, 4.119, 0.577], [5.135, 2.891, 1.405], [5.045, 5.227, 0.540], [2.992, 6.014, -0.614], [1.063, 4.532, -0.825], [1.785, 0.583, -1.919], [1.421, 0.312, -4.342], [-0.536, 1.374, -5.431], [-2.141, 2.676, -4.075], [-1.794, 2.934, -1.658], [-0.966, 1.392, 2.552], [-2.620, 2.643, 3.870], [-3.439, 4.842, 3.076], [-2.561, 5.783, 0.960], [-0.908, 4.555, -0.342], [-1.498, -0.596, 0.148], [-2.258, -1.571, 1.394], [-3.673, -1.750, 1.284], [-4.814, -1.870, 1.178], [-1.531, -2.198, 2.351], [0.182, -1.989, 2.520], [-2.169, -3.116, 3.252], [-2.677, -3.849, 3.979], [1.182, -3.710, -2.992], [0.728, -3.681, -1.875], [1.133, -2.814, -0.953], [-0.343, -4.663, -1.410], [-0.948, -4.239, -0.160], [-1.220, -5.389, 0.715], [-0.761, -6.608, -0.091], [0.269, -6.024, -1.056], [-1.052, -4.771, -2.238], [-1.725, -3.606, -0.273], [0.609, -3.005, -0.142], [-2.276, -5.446, 0.984], [-0.653, -5.287, 1.644], [-1.599, -7.029, -0.652], [-0.351, -7.396, 0.541], [0.450, -6.631, -1.941], [1.223, -5.871, -0.546]]
}

Record 2
{
  "formula": "C27H23N6O4Ru",
  "method": "the ωB97M-V functional and the def2-TZVPD basis",
  "de_lowest_kcal_mol": 0.0,
  "charge": 2,
  "lumo_energy_ev": [-7.387, -8.475],
  "s2": 8.79,
  "e_homo_ev": [-10.29, -13.73],
  "homo_lumo_gap_ha": [0.107, 0.193],
  "spin_multiplicity": 6,
  "elements": ["Ru", "C", "C", "C", "C", "N", "C", "C", "C", "C", "C", "C", "N", "C", "C", "C", "C", "C", "N", "H", "H", "H", "H", "H", "H", "H", "H", "H", "H", "H", "O", "C", "O", "C", "C", "C", "C", "C", "C", "N", "O", "O", "H", "H", "H", "H", "C", "C", "C", "C", "N", "N", "C", "H", "H", "H", "H", "H", "H", "H", "H"],
  "xyz": [[-1.065, 0.200, 0.636], [-4.144, -1.927, -1.732], [-4.461, -3.013, -0.879], [-3.769, -3.206, 0.301], [-2.759, -2.268, 0.593], [-2.590, -1.080, -0.116], [-3.173, -1.010, -1.349], [-1.707, -2.482, 1.573], [-1.282, -3.696, 2.171], [-0.218, -3.634, 3.078], [0.288, -2.433, 3.565], [-0.118, -1.262, 2.929], [-0.995, -1.357, 1.895], [0.133, 0.125, 3.270], [1.085, 0.716, 4.129], [0.976, 2.091, 4.370], [-0.034, 2.888, 3.793], [-0.963, 2.245, 3.011], [-0.792, 0.943, 2.608], [-4.661, -1.898, -2.722], [-5.264, -3.709, -1.218], [-3.888, -4.097, 0.931], [-2.742, -0.281, -2.046], [-1.757, -4.697, 1.966], [0.143, -4.561, 3.525], [1.034, -2.412, 4.389], [1.911, 0.147, 4.564], [1.646, 2.460, 5.130], [-0.116, 3.930, 4.094], [-1.898, 2.659, 2.636], [-0.040, -1.848, -2.580], [0.475, -1.016, -1.811], [-0.185, -0.180, -1.118], [2.014, -0.864, -1.791], [2.686, -1.406, -0.643], [4.074, -1.464, -0.640], [4.811, -1.134, -1.766], [4.133, -0.618, -2.883], [2.745, -0.426, -2.890], [4.974, -0.326, -4.052], [6.222, -0.241, -3.944], [4.306, -0.246, -5.134], [2.097, -1.881, 0.184], [4.655, -1.734, 0.245], [5.916, -1.295, -1.887], [2.243, -0.062, -3.826], [1.528, 3.937, -2.225], [0.366, 3.244, -1.562], [-0.975, 3.291, -1.970], [-1.718, 2.594, -1.013], [-0.901, 2.144, -0.024], [0.415, 2.535, -0.412], [-3.185, 2.311, -0.894], [2.462, 3.440, -2.035], [1.595, 5.029, -1.925], [1.307, 3.863, -3.279], [-1.352, 3.554, -2.898], [1.193, 2.460, 0.216], [-3.688, 1.937, -1.811], [-3.617, 3.302, -0.716], [-3.374, 1.721, -0.009]]
}

Record 3
{
  "formula": "C27H23NO",
  "method": "the ωB97M-V functional and the def2-TZVPD basis",
  "smiles": "O=C(Cc1ccc(-c2ccccc2)cc1)NC(c1ccccc1)c1ccccc1",
  "lumo_energy_ev": 0.698,
  "e_homo_ev": -8.63,
  "homo_lumo_gap_ha": 0.343,
  "elements": ["O", "C", "C", "C", "C", "C", "C", "C", "C", "C", "C", "C", "C", "C", "C", "N", "C", "C", "C", "C", "C", "C", "C", "C", "C", "C", "C", "C", "C", "H", "H", "H", "H", "H", "H", "H", "H", "H", "H", "H", "H", "H", "H", "H", "H", "H", "H", "H", "H", "H", "H", "H"],
  "xyz": [[0.282, -1.977, 3.346], [-0.057, -0.903, 2.903], [-1.451, -0.304, 3.107], [-2.093, -0.220, 1.752], [-2.190, 0.987, 1.068], [-2.671, 1.028, -0.227], [-3.056, -0.140, -0.880], [-3.521, -0.105, -2.274], [-3.099, -1.073, -3.182], [-3.524, -1.037, -4.497], [-4.383, -0.038, -4.924], [-4.811, 0.927, -4.029], [-4.382, 0.897, -2.715], [-2.976, -1.346, -0.186], [-2.504, -1.384, 1.110], [0.738, -0.124, 2.140], [2.038, -0.544, 1.656], [3.083, 0.442, 2.133], [3.177, 1.694, 1.537], [4.102, 2.617, 1.989], [4.941, 2.298, 3.044], [4.850, 1.055, 3.645], [3.923, 0.131, 3.193], [2.064, -0.690, 0.147], [0.906, -0.662, -0.616], [0.969, -0.788, -1.994], [2.190, -0.952, -2.623], [3.350, -0.995, -1.866], [3.287, -0.864, -0.491], [-2.008, -0.966, 3.769], [-1.366, 0.681, 3.567], [-1.886, 1.906, 1.552], [-2.719, 1.972, -0.750], [-2.420, -1.849, -2.857], [-3.184, -1.792, -5.192], [-4.717, -0.012, -5.951], [-5.485, 1.706, -4.356], [-4.732, 1.644, -2.017], [-3.294, -2.259, -0.667], [-2.432, -2.327, 1.633], [0.390, 0.758, 1.798], [2.218, -1.524, 2.115], [2.529, 1.939, 0.706], [4.170, 3.586, 1.517], [5.665, 3.018, 3.396], [5.502, 0.802, 4.468], [3.848, -0.838, 3.665], [-0.058, -0.551, -0.142], [0.058, -0.754, -2.573], [2.239, -1.049, -3.697], [4.306, -1.130, -2.349], [4.193, -0.892, 0.097]]
}

Record 4
{
  "formula": "C27H24BF3O3",
  "method": "the ωB97M-V functional and the def2-TZVPD basis",
  "lumo_energy_ev": -2.985,
  "e_homo_ev": -6.65,
  "homo_lumo_gap_ha": 0.135,
  "elements": ["F", "B", "F", "F", "C", "C", "O", "C", "C", "H", "H", "H", "C", "O", "C", "C", "C", "C", "C", "C", "C", "C", "C", "C", "C", "C", "C", "C", "C", "C", "C", "O", "C", "C", "C", "C", "C", "H", "H", "H", "H", "H", "H", "H", "H", "H", "H", "H", "H", "H", "H", "H", "H", "H", "H", "H", "H", "H"],
  "xyz": [[2.312, -2.299, 3.279], [1.164, -2.116, 2.526], [0.086, -2.777, 3.091], [0.889, -0.767, 2.368], [1.423, -2.741, 1.071], [0.588, -3.536, 0.327], [1.169, -3.850, -0.859], [2.385, -3.248, -0.865], [2.569, -2.559, 0.309], [-0.396, -3.875, 0.638], [3.088, -3.317, -1.690], [3.434, -1.984, 0.603], [-8.120, -5.345, 3.961], [-8.291, -4.831, 2.663], [-7.312, -3.930, 2.259], [-7.351, -3.488, 0.927], [-6.408, -2.627, 0.437], [-5.388, -2.127, 1.262], [-4.368, -1.217, 0.747], [-3.904, -1.398, -0.579], [-3.064, -0.549, -1.234], [-2.541, -0.746, -2.557], [-1.560, 0.129, -3.044], [-0.984, -0.070, -4.278], [-1.381, -1.135, -5.064], [-2.370, -1.991, -4.619], [-2.947, -1.804, -3.385], [-3.853, -0.161, 1.624], [-4.738, 0.549, 2.457], [-4.294, 1.541, 3.284], [-2.933, 1.876, 3.355], [-2.573, 2.899, 4.224], [-1.192, 3.157, 4.296], [-2.041, 1.151, 2.545], [-2.486, 0.170, 1.701], [-5.364, -2.549, 2.604], [-6.288, -3.436, 3.084], [-8.934, -6.038, 4.168], [-7.174, -5.884, 4.026], [-8.155, -4.538, 4.692], [-8.141, -3.849, 0.295], [-6.464, -2.288, -0.582], [-4.244, -2.283, -1.085], [-2.753, 0.344, -0.724], [-1.252, 0.961, -2.433], [-0.223, 0.606, -4.631], [-0.925, -1.291, -6.027], [-2.697, -2.805, -5.244], [-3.731, -2.463, -3.058], [-5.789, 0.316, 2.408], [-4.984, 2.093, 3.899], [-1.027, 3.982, 4.990], [-0.671, 2.274, 4.669], [-0.813, 3.445, 3.315], [-0.989, 1.362, 2.599], [-1.779, -0.394, 1.118], [-4.575, -2.190, 3.243], [-6.219, -3.765, 4.105]]
}

Quick rundown of E, same order as above: -88359.0298 -48061.5817 -31911.2622 -43360.6390 eV